(1)
{"formula": "C40H34N3NiPSb", "method": "wB97M-V/def2-TZVPD", "elements": ["Ni", "C", "C", "C", "C", "C", "C", "N", "Sb", "C", "C", "C", "C", "C", "C", "N", "C", "C", "C", "C", "C", "C", "N", "H", "H", "H", "H", "H", "H", "H", "H", "H", "H", "H", "H", "H", "H", "H", "H", "H", "H", "C", "C", "C", "C", "C", "C", "P", "C", "C", "C", "C", "C", "C", "C", "C", "C", "C", "C", "C", "C", "C", "C", "C", "H", "H", "H", "H", "H", "H", "H", "H", "H", "H", "H", "H", "H", "H", "H", "H"], "positions_angstrom": [[-0.178, -0.109, -0.102], [-1.751, -2.526, 2.845], [-0.810, -1.537, 3.465], [-0.647, -1.564, 4.853], [0.191, -0.663, 5.475], [0.866, 0.251, 4.679], [0.671, 0.216, 3.305], [-0.152, -0.651, 2.698], [1.836, 1.635, 2.208], [0.356, 2.611, 0.995], [0.071, 3.940, 1.254], [-0.609, 4.684, 0.295], [-0.865, 4.106, -0.928], [-0.532, 2.770, -1.144], [-0.602, 2.190, -2.522], [-0.023, 2.016, -0.158], [2.592, 0.398, 0.598], [3.962, 0.197, 0.618], [4.572, -0.472, -0.434], [3.798, -0.846, -1.509], [2.426, -0.606, -1.497], [1.617, -0.898, -2.725], [1.830, -0.046, -0.428], [-2.378, -2.973, 3.615], [-1.204, -3.323, 2.338], [-2.401, -2.055, 2.111], [-1.196, -2.298, 5.428], [0.319, -0.669, 6.550], [1.537, 0.979, 5.117], [0.394, 4.399, 2.179], [-0.872, 5.718, 0.482], [-1.307, 4.674, -1.736], [-1.442, 2.587, -3.089], [-0.659, 1.105, -2.493], [0.319, 2.463, -3.048], [4.551, 0.563, 1.450], [5.637, -0.667, -0.423], [4.239, -1.322, -2.375], [2.159, -1.565, -3.394], [1.441, 0.038, -3.259], [0.654, -1.341, -2.484], [-5.092, 0.812, 3.133], [-3.748, 1.152, 3.130], [-2.954, 0.829, 2.036], [-3.499, 0.167, 0.941], [-4.860, -0.145, 0.939], [-5.648, 0.167, 2.032], [-2.434, -0.195, -0.492], [-3.280, 0.775, -1.783], [-3.465, 0.283, -3.072], [-4.068, 1.073, -4.043], [-4.486, 2.360, -3.734], [-4.309, 2.855, -2.447], [-3.712, 2.066, -1.476], [-2.623, -1.930, -0.956], [-3.770, -2.548, -1.383], [-3.775, -3.938, -1.618], [-2.650, -4.678, -1.379], [-1.460, -4.074, -0.905], [-0.313, -4.829, -0.558], [0.774, -4.197, -0.025], [0.788, -2.791, 0.139], [-0.270, -2.001, -0.236], [-1.432, -2.669, -0.728], [-5.712, 1.058, 3.986], [-3.313, 1.669, 3.977], [-1.904, 1.097, 2.032], [-5.309, -0.623, 0.078], [-6.701, -0.086, 2.029], [-3.129, -0.714, -3.326], [-4.211, 0.680, -5.042], [-4.960, 2.973, -4.490], [-4.645, 3.854, -2.198], [-3.593, 2.453, -0.470], [-4.677, -1.981, -1.553], [-4.678, -4.418, -1.973], [-2.661, -5.752, -1.537], [-0.323, -5.904, -0.695], [1.641, -4.773, 0.274], [1.673, -2.348, 0.584]], "mulliken_charge": [-0.22, -0.74, 0.71, -0.93, -0.67, -0.96, 0.09, 0.67, 0.85, -0.13, -0.80, -0.71, -0.87, 0.58, -0.77, 0.57, -0.16, -0.76, -0.70, -0.85, 1.01, -1.40, 0.67, 0.51, 0.13, -0.19, 0.48, 0.43, 0.44, 0.51, 0.45, 0.56, 0.36, -0.16, 0.40, 0.48, 0.43, 0.51, 0.47, 0.19, 0.17, -0.72, -0.69, 0.61, -0.02, -0.66, -0.71, 1.90, 0.55, -0.53, -0.83, -0.60, -0.76, -0.63, -0.34, -0.21, -1.00, -0.88, 1.14, -0.98, -1.06, 0.39, -0.13, 0.07, 0.41, 0.48, 0.04, 0.27, 0.44, 0.49, 0.44, 0.42, 0.45, 0.46, 0.40, 0.43, 0.43, 0.42, 0.45, 0.37], "total_charge": 1, "mol_weight_da": 768.2, "e_homo_ev": -10.21, "e_above_lowest_kcal_mol": 0.0, "total_energy_ha": -3798.67996, "homo_lumo_gap_ha": 0.2837}


(2)
{"formula": "C54H62CsN3O4S2", "method": "wB97M-V/def2-TZVPD", "elements": ["Cs", "C", "C", "C", "C", "C", "C", "C", "N", "C", "C", "C", "C", "C", "C", "O", "C", "C", "C", "C", "C", "C", "C", "C", "C", "O", "C", "C", "C", "C", "C", "C", "H", "H", "H", "H", "H", "H", "H", "H", "H", "H", "H", "H", "H", "H", "H", "H", "H", "H", "H", "H", "H", "H", "H", "H", "H", "H", "H", "H", "H", "H", "H", "H", "H", "H", "H", "H", "H", "H", "H", "H", "O", "S", "C", "C", "C", "C", "S", "O", "C", "C", "C", "C", "C", "C", "C", "C", "C", "C", "C", "C", "H", "H", "H", "H", "H", "H", "H", "H", "H", "H", "H", "H", "H", "H", "H", "H", "H", "H", "N", "C", "N", "C", "C", "C", "C", "C", "C", "C", "C", "C", "H", "H", "H", "H"], "positions_angstrom": [[-0.042, 0.320, -1.140], [3.831, -2.073, 6.253], [4.163, -0.809, 5.445], [5.682, -0.706, 5.246], [3.714, 0.406, 6.263], [3.475, -0.894, 4.089], [2.534, 0.010, 3.675], [1.920, -0.073, 2.407], [1.039, 0.812, 1.953], [0.244, 1.583, 2.679], [-0.170, 1.285, 3.996], [-1.030, 2.104, 4.680], [-1.583, 3.203, 3.992], [-1.293, 3.524, 2.694], [-0.239, 2.803, 2.006], [0.321, 3.201, 0.973], [-2.077, 4.662, 2.042], [-3.583, 4.440, 2.258], [-1.641, 5.984, 2.693], [-1.864, 4.770, 0.531], [-1.394, 1.901, 6.142], [-0.738, 0.663, 6.757], [-2.913, 1.763, 6.306], [-0.901, 3.129, 6.925], [2.331, -1.107, 1.460], [1.835, -1.151, 0.312], [3.294, -2.073, 1.950], [3.808, -1.946, 3.211], [3.737, -3.186, 1.010], [4.392, -2.556, -0.225], [2.512, -4.002, 0.580], [4.750, -4.154, 1.641], [4.308, -2.039, 7.233], [4.167, -2.969, 5.736], [2.755, -2.153, 6.390], [6.194, -0.646, 6.208], [5.915, 0.187, 4.668], [6.064, -1.567, 4.703], [4.245, 0.428, 7.216], [2.647, 0.361, 6.467], [3.925, 1.333, 5.735], [2.293, 0.874, 4.274], [0.158, 0.341, 4.406], [-2.310, 3.802, 4.527], [-3.855, 4.419, 3.310], [-3.876, 3.491, 1.814], [-4.154, 5.236, 1.779], [-1.831, 5.975, 3.766], [-2.170, 6.830, 2.251], [-0.573, 6.122, 2.538], [-2.091, 3.827, 0.044], [-0.832, 5.008, 0.299], [-2.515, 5.547, 0.122], [-1.067, -0.242, 6.255], [-1.010, 0.588, 7.811], [0.346, 0.721, 6.692], [-3.272, 0.909, 5.736], [-3.435, 2.647, 5.950], [-3.165, 1.618, 7.358], [0.178, 3.226, 6.821], [-1.141, 3.041, 7.986], [-1.358, 4.040, 6.547], [4.537, -2.666, 3.554], [3.677, -1.907, -0.720], [4.716, -3.328, -0.922], [5.258, -1.966, 0.073], [1.805, -3.359, 0.068], [2.018, -4.433, 1.448], [2.803, -4.811, -0.090], [5.669, -3.641, 1.919], [5.006, -4.928, 0.917], [4.337, -4.640, 2.524], [-1.648, 2.587, -2.099], [-2.482, 3.471, -2.898], [-2.102, 3.159, -4.690], [-2.530, 1.803, -5.207], [-1.773, 1.402, -6.477], [-0.293, 1.183, -6.239], [0.251, -0.047, -4.769], [-0.308, 0.693, -3.636], [-0.975, -1.269, -5.326], [-2.014, -1.669, -4.503], [-2.923, -2.614, -4.943], [-2.796, -3.166, -6.209], [-1.745, -2.782, -7.025], [-0.836, -1.838, -6.582], [-4.126, 2.705, -2.920], [-4.283, 1.474, -2.319], [-5.528, 0.873, -2.299], [-6.611, 1.521, -2.871], [-6.450, 2.766, -3.460], [-5.203, 3.367, -3.483], [-1.018, 3.238, -4.716], [-2.558, 3.982, -5.242], [-3.605, 1.794, -5.409], [-2.316, 1.058, -4.444], [-1.926, 2.169, -7.253], [-2.211, 0.473, -6.853], [0.221, 2.110, -5.989], [0.179, 0.761, -7.127], [-2.103, -1.249, -3.513], [-3.732, -2.922, -4.296], [-3.513, -3.897, -6.563], [-1.632, -3.216, -8.012], [-0.014, -1.532, -7.211], [-3.434, 0.992, -1.859], [-5.630, -0.089, -1.820], [-7.589, 1.059, -2.856], [-7.300, 3.276, -3.896], [-5.062, 4.340, -3.932], [-4.170, -1.416, -0.357], [-3.036, -1.184, -0.488], [4.163, -8.340, -6.675], [3.716, -7.387, -6.203], [3.164, -6.218, -5.666], [3.333, -5.877, -4.315], [2.792, -4.720, -3.817], [2.056, -3.857, -4.648], [1.883, -4.208, -6.003], [2.432, -5.359, -6.502], [1.482, -2.675, -4.171], [0.864, -1.688, -3.781], [3.907, -6.535, -3.675], [2.910, -4.449, -2.777], [1.312, -3.550, -6.644], [2.323, -5.615, -7.548]], "mulliken_charge": [1.61, -1.70, 2.05, -1.74, -2.00, -0.87, 0.31, -1.68, 0.06, -0.94, 0.13, -0.96, -0.54, -0.08, 1.42, -0.77, 2.36, -1.89, -1.84, -2.23, 2.24, -1.92, -1.80, -1.66, 0.94, -0.85, -0.22, -0.24, 2.63, -1.70, -1.69, -2.26, 0.49, 0.31, 0.33, 0.46, 0.38, 0.31, 0.50, 0.11, 0.41, 0.95, 0.95, 0.36, 0.39, 0.40, 0.48, 0.31, 0.47, 0.36, 0.37, 0.38, 0.53, 0.40, 0.51, 0.08, 0.38, 0.33, 0.46, 0.31, 0.47, 0.32, 0.44, 0.39, 0.45, 0.28, 0.39, 0.28, 0.44, 0.38, 0.45, 0.39, -0.45, -0.02, -0.84, 0.23, -0.84, -1.36, 0.09, -0.46, 0.32, -0.51, -0.78, -0.50, -0.60, -0.49, 0.08, -0.35, -0.65, -0.46, -0.49, -0.31, 0.45, 0.51, 0.52, -0.34, 0.47, 0.28, 0.62, 0.44, 0.69, 0.52, 0.37, 0.41, 0.44, 0.55, 0.47, 0.38, 0.36, 0.35, -0.72, -0.14, -0.62, 0.15, 0.52, -0.64, -0.85, 0.51, -0.43, -0.68, -1.05, 0.23, 0.45, 0.89, 0.30, 0.42], "total_charge": -2, "mol_weight_da": 1014.1, "e_homo_ev": [-2.24, -2.24], "e_above_lowest_kcal_mol": 37.5, "total_energy_ha": -3376.52816, "homo_lumo_gap_ha": [0.2003, 0.2003]}


(3)
{"formula": "C8H15ClN2", "method": "wB97M-V/def2-TZVPD", "elements": ["C", "N", "C", "C", "C", "C", "N", "C", "C", "C", "Cl", "H", "H", "H", "H", "H", "H", "H", "H", "H", "H", "H", "H", "H", "H", "H"], "positions_angstrom": [[3.814, -0.302, -0.386], [2.500, -0.724, 0.019], [2.424, -1.958, 0.760], [1.471, -0.043, -0.254], [0.100, 0.324, -0.217], [-1.112, -0.125, 0.092], [-2.322, 0.650, -0.091], [-3.256, -0.029, -1.024], [-2.990, 0.900, 1.210], [0.838, 1.501, -0.775], [1.262, 2.838, 0.268], [4.471, -0.220, 0.485], [3.774, 0.656, -0.895], [4.257, -1.044, -1.055], [2.839, -1.805, 1.760], [3.025, -2.729, 0.279], [1.395, -2.305, 0.852], [-1.284, -1.121, 0.482], [-2.073, 1.562, -0.502], [-3.652, -0.938, -0.568], [-4.091, 0.629, -1.253], [-2.757, -0.290, -1.955], [-3.301, -0.047, 1.654], [-2.321, 1.414, 1.899], [-3.879, 1.509, 1.050], [0.869, 1.698, -1.836]], "mulliken_charge": [-0.87, 0.03, -0.80, -0.29, 0.31, -0.16, 0.06, -0.85, -0.87, -0.16, -0.04, 0.36, 0.32, 0.35, 0.37, 0.34, 0.27, 0.49, 0.44, 0.40, 0.39, 0.36, 0.41, 0.36, 0.39, 0.39], "total_charge": 2, "smiles": "C[N+](C)=C1/C(=C/[NH+](C)C)[C@H]1Cl", "mol_weight_da": 174.7, "e_homo_ev": -17.74, "e_above_lowest_kcal_mol": 0.0, "total_energy_ha": -882.79218, "homo_lumo_gap_ha": 0.3176}